(1)
This record from OMol25 describes a cluster of 2 separate species, C4H4O in total in a non-equilibrium geometry. The level of theory is ωB97M-V/def2-TZVPD.

Computed properties:
maximum force	6.0	eV Å⁻¹
ΔE to the lowest compared entry with this formula, charge and spin	4.178	eV
total charge	0

Geometry (Å):
C: -1.97 0.28 -0.13
C: 0.52 -0.20 -0.18
C: -1.08 1.04 0.29
C: 1.79 -0.62 0.18
O: -2.75 -0.55 -0.31
H: -0.13 -0.50 -0.98
H: 2.19 -1.39 -0.43
H: -0.85 1.99 0.54
H: 2.28 -0.06 1.02

Let us look at the Mulliken charges, expressed in e, one per atom: C 0.658; C -0.216; C -0.720; C -0.468; O -0.401; H 0.258; H 0.274; H 0.389; H 0.228

***

(2)
This record from OMol25 describes a structure of composition C4H4O12Zn in a non-equilibrium geometry. The level of theory is ωB97M-V/def2-TZVPD.

Computed properties:
maximum force	6.5	eV Å⁻¹
ΔE to the lowest compared entry with this formula, charge and spin	2.165	eV
total charge	-2

Geometry (Å):
Zn: -9.50 -4.01 -3.46
O: -12.98 -4.41 -5.67
C: -11.76 -4.78 -5.50
O: -11.05 -4.20 -4.67
O: -11.37 -5.77 -6.11
H: -13.12 -5.12 -6.31
O: -6.19 -2.22 -4.59
C: -7.26 -2.88 -4.23
O: -7.52 -3.24 -3.11
O: -8.17 -3.16 -4.99
H: -6.24 -1.89 -5.49
O: -8.78 -7.23 -5.64
C: -8.29 -6.81 -4.48
O: -8.87 -5.92 -3.86
O: -7.31 -7.42 -3.98
H: -9.63 -6.80 -5.67
O: -10.58 -2.93 0.07
C: -10.38 -3.33 -1.18
O: -10.48 -2.52 -2.08
O: -9.91 -4.41 -1.49
H: -10.62 -1.97 -0.01

Let us look at the Mulliken charges, expressed in e, one per atom: Zn 0.959; O -0.477; C 0.741; O -0.628; O -0.824; H 0.281; O -0.514; C 0.931; O -0.698; O -0.715; H 0.317; O -0.515; C 0.538; O -0.508; O -0.801; H 0.417; O -0.501; C 0.905; O -0.648; O -0.564; H 0.305

***

(3)
This record from OMol25 describes an isolated molecule of C4H4O2 in a non-equilibrium geometry. The level of theory is ωB97M-V/def2-TZVPD.

Computed properties:
maximum force	2.9	eV Å⁻¹
ΔE to the lowest compared entry with this formula, charge and spin	2.143	eV
structure (SMILES)	C#CCOC=O
total charge	0

Geometry (Å):
C: 2.48 -0.70 -0.11
C: 1.41 -0.15 -0.07
C: 0.18 0.71 -0.08
O: -0.63 -0.47 0.18
C: -1.92 -0.31 0.18
O: -2.48 0.74 0.08
H: 3.45 -1.10 -0.17
H: -0.16 1.15 -1.02
H: 0.04 1.42 0.74
H: -2.39 -1.28 0.28

Let us look at the Mulliken charges, expressed in e, one per atom: C 0.136; C -0.443; C -0.497; O -0.228; C 0.132; O -0.507; H 0.450; H 0.294; H 0.283; H 0.379

***

(4)
This record from OMol25 describes an isolated molecule of C4H4O2. The level of theory is ωB97M-V/def2-TZVPD.

Computed properties:
maximum force	0.7	eV Å⁻¹
ΔE to the lowest compared entry with this formula, charge and spin	1.883	eV
structure (SMILES)	C#CC(=O)CO
total charge	0

Geometry (Å):
C: 2.38 0.48 0.77
C: 1.38 0.01 0.31
C: 0.13 -0.55 -0.15
O: 0.02 -1.73 -0.40
C: -1.05 0.40 -0.30
O: -2.24 -0.33 -0.38
H: 3.32 0.86 1.11
H: -1.13 1.16 0.49
H: -0.86 0.94 -1.24
H: -1.96 -1.25 -0.22

Let us look at the Mulliken charges, expressed in e, one per atom: C 0.323; C -0.399; C 0.181; O -0.533; C -0.387; O -0.494; H 0.414; H 0.293; H 0.249; H 0.351

***

It is found that the frontier orbital gap values, taken in the order of the records, are 9.1 6.5 11.2 10.6 eV.